# 1
A molecular structure, C41H79AlBeBrFN7O11SSi. Source: the Open Molecules 2025 dataset; level of theory: ωB97M-V/def2-TZVPD.

The geometry in XYZ format:
```
144
Properties=species:S:1:pos:R:3
C 3.79 -0.39 1.04
N 4.51 -0.65 2.35
C 5.97 -0.28 2.04
C 4.40 -2.08 2.81
O 5.54 -2.82 2.76
C 3.04 -2.85 3.32
C 2.23 -3.42 1.99
C 0.73 -2.73 1.80
C -0.26 -2.89 3.08
C -0.83 -1.43 3.65
C -0.23 -1.10 5.18
C 0.27 0.50 5.17
N 1.47 0.73 4.25
C 0.12 -3.19 0.35
C -1.55 -3.04 0.25
C -2.05 -1.46 0.44
O -3.37 -1.52 1.08
Si -4.28 -0.03 0.89
C -4.33 0.68 -0.90
C -3.77 1.35 2.18
C -6.14 -0.48 1.34
N 0.42 -4.60 -0.07
C 1.55 -4.72 -1.06
C 1.30 -4.08 -2.54
C -0.26 -3.89 -2.99
C -0.77 -2.34 -3.13
C 0.10 -0.98 -2.81
C -0.50 0.57 -2.97
C -2.02 0.82 -3.53
C -2.90 -0.54 -3.89
C -2.33 -2.08 -3.69
C 0.93 -5.41 1.15
N 0.27 -6.54 1.58
C 0.63 -7.40 2.76
C -0.64 -7.62 3.83
O -0.30 -7.70 5.15
Br -2.57 -7.73 3.30
N 2.13 -4.92 1.92
O 3.28 -5.51 1.54
H 4.16 0.60 0.52
H 3.99 -1.28 0.27
H 2.63 -0.25 1.23
H 6.29 -0.94 1.11
H 6.69 -0.44 2.95
H 6.02 0.85 1.65
H 2.36 -2.22 4.03
H 3.40 -3.82 3.91
H 2.87 -3.04 1.06
H 0.95 -1.56 1.70
H -1.14 -3.65 2.95
H 0.38 -3.32 3.99
H -0.48 -0.52 2.99
H -2.00 -1.43 3.67
H -1.04 -1.31 6.00
H 0.73 -1.72 5.43
H 0.51 0.87 6.26
H -0.63 1.11 4.66
H 1.21 1.40 3.47
H 1.74 -0.15 3.74
H 0.53 -2.40 -0.45
H -1.95 -3.35 -0.82
H -2.11 -3.78 1.00
H -2.14 -1.03 -0.67
H -1.26 -0.78 0.97
H -5.26 1.41 -1.02
H -3.38 1.33 -1.14
H -4.51 -0.22 -1.63
H -3.59 0.86 3.24
H -4.68 2.08 2.25
H -2.80 1.86 1.75
H -6.34 -1.63 1.29
H -6.49 0.03 2.35
H -6.83 0.01 0.49
H 2.60 -4.32 -0.68
H 1.72 -5.89 -1.23
H 1.96 -3.09 -2.60
H 1.81 -4.82 -3.32
H -0.34 -4.35 -4.09
H -0.95 -4.57 -2.32
H 1.19 -1.06 -2.40
H 0.19 1.50 -2.68
H -2.45 1.91 -3.65
H -3.98 -0.36 -4.32
H -2.97 -3.02 -3.97
H -0.59 -6.82 1.02
H 1.52 -7.01 3.41
H 0.93 -8.50 2.42
H 3.53 -6.21 2.20
N -0.31 4.72 6.22
C -0.64 3.99 5.10
C -1.95 4.26 4.80
C -2.43 5.18 5.76
C -1.39 5.45 6.62
H 0.60 4.72 6.67
H 0.09 3.35 4.63
H -2.51 3.83 3.97
H -3.43 5.60 5.81
H -1.34 6.10 7.49
C 2.98 2.35 8.57
C 2.66 3.77 8.12
N 2.38 4.94 7.75
H 3.47 1.81 7.76
H 3.66 2.38 9.44
H 2.07 1.83 8.86
C -1.66 4.69 -3.05
O -2.64 3.81 -2.91
H -1.78 5.67 -2.55
H -0.66 4.40 -2.70
H -1.42 5.02 -4.08
Be 4.97 -4.84 2.49
O 5.60 2.83 6.61
S 6.17 4.08 6.05
O 5.08 4.93 5.53
O 7.10 3.75 4.96
O 6.89 4.80 7.11
F 1.37 -6.17 5.07
O 1.47 6.00 -2.05
H 2.07 5.74 -1.31
H 1.71 5.55 -2.90
H 1.43 6.99 -2.16
C -2.52 0.59 -8.08
C -1.38 1.55 -7.76
C -1.86 2.85 -7.12
C -2.78 3.70 -7.99
C -2.20 4.11 -9.34
C -0.96 4.99 -9.21
H -3.22 1.02 -8.79
H -2.12 -0.33 -8.52
H -3.07 0.33 -7.17
H -0.81 1.75 -8.67
H -0.68 1.05 -7.07
H -0.98 3.44 -6.83
H -2.38 2.61 -6.18
H -3.05 4.61 -7.43
H -3.72 3.17 -8.16
H -2.96 4.67 -9.90
H -1.97 3.23 -9.95
H -1.19 5.90 -8.66
H -0.59 5.27 -10.21
H -0.15 4.47 -8.70
Al 0.17 2.86 -8.80
O 1.21 0.60 -10.92
H 0.29 0.47 -11.17
H 1.71 0.37 -11.72
```

Results
net charge: +3
frontier orbital gap: 1.112 eV
LUMO energy: -0.40467 Eh
calculated total energy: -6436.88369 Eh



# 2
A gas-phase ion, C10H15N2O2 (charge +1). Source: the Open Molecules 2025 dataset; level of theory: ωB97M-V/def2-TZVPD.

The geometry in XYZ format:
```
29
Properties=species:S:1:pos:R:3
C 1.75 -0.56 1.90
C 0.99 0.21 2.44
N 0.63 -0.30 -0.95
O -0.05 -0.12 -2.20
O 1.88 -2.11 0.06
C 1.12 -1.51 -0.92
C 0.71 -2.17 -2.09
C 0.01 -1.30 -2.87
C 2.63 -1.30 0.96
C -0.57 -1.57 -4.23
C -2.27 1.09 1.77
C -0.64 2.57 0.85
C -0.03 1.20 2.78
N -0.82 1.29 1.52
H 0.89 -3.20 -2.37
H 3.24 -0.62 0.42
H 3.27 -1.94 1.54
H -1.64 -1.37 -4.18
H -0.49 -2.63 -4.55
H -0.09 -0.98 -4.99
H -2.68 1.91 2.39
H -2.46 0.17 2.32
H -2.89 0.97 0.85
H -0.72 3.42 1.51
H -1.39 2.68 0.05
H 0.36 2.60 0.39
H -0.60 0.78 3.63
H 0.35 2.20 3.08
H -0.50 0.58 0.90
```

Results
net charge: +1
frontier orbital gap: 10.140 eV
SMILES: Cc1cc(OCC#CC[NH+](C)C)no1
LUMO energy: -0.08987 Eh
calculated total energy: -649.65660 Eh
energy above the lowest of the compared OMol25 structures with the same formula, charge and spin: 3.114 eV



# 3
A single C3H9NO molecule. Source: the Open Molecules 2025 dataset; level of theory: ωB97M-V/def2-TZVPD.

The geometry in XYZ format:
```
14
Properties=species:S:1:pos:R:3
C 0.19 -0.94 -0.92
C -0.25 -0.12 0.28
C 0.29 1.30 0.18
O 0.11 1.97 1.42
N -0.26 -2.32 -0.97
H -0.13 -0.46 -1.85
H 1.28 -0.92 -0.94
H -1.34 -0.07 0.35
H 0.19 -0.55 1.18
H 1.36 1.27 -0.06
H -0.20 1.85 -0.63
H -0.33 2.82 1.31
H 0.04 -2.86 -0.17
H -1.27 -2.37 -0.99
```

Results
net charge: 0
frontier orbital gap: 10.142 eV
SMILES: NCCCO
LUMO energy: 0.03479 Eh
calculated total energy: -249.68043 Eh
energy above the lowest of the compared OMol25 structures with the same formula, charge and spin: 0.905 eV



# 4
A gas-phase ion, C13H26O4P (charge +1). Source: the Open Molecules 2025 dataset; level of theory: ωB97M-V/def2-TZVPD.

The geometry in XYZ format:
```
44
Properties=species:S:1:pos:R:3
C 6.28 -2.05 1.73
C 6.24 -1.52 0.30
O 7.19 -1.59 -0.35
O 5.09 -0.96 -0.17
C 5.30 0.43 -0.50
C 4.01 0.93 -1.12
C 2.96 1.40 -0.08
C 1.58 1.23 -0.71
C 0.41 1.62 0.23
C -0.79 0.68 -0.05
C -2.16 1.42 -0.03
C -3.04 0.79 -1.16
P -4.80 0.71 -0.73
C -4.99 -0.15 0.89
C -6.10 -1.22 0.80
C -5.60 -2.57 0.35
O -6.27 -3.52 0.49
O -4.39 -2.63 -0.20
H 5.61 -1.50 2.38
H 7.30 -1.96 2.04
H 6.05 -3.11 1.68
H 6.07 0.47 -1.27
H 5.61 0.98 0.38
H 4.19 1.69 -1.88
H 3.55 0.09 -1.64
H 3.07 0.77 0.80
H 3.20 2.44 0.14
H 1.53 1.87 -1.59
H 1.49 0.18 -0.97
H 0.12 2.65 0.04
H 0.73 1.56 1.27
H -0.65 0.32 -1.06
H -0.76 -0.13 0.68
H -2.64 1.14 0.90
H -2.06 2.49 -0.14
H -2.72 -0.24 -1.26
H -2.85 1.35 -2.08
H -5.46 1.94 -0.76
H -5.41 -0.14 -1.67
H -5.27 0.56 1.66
H -4.02 -0.58 1.08
H -6.84 -0.91 0.07
H -6.64 -1.36 1.72
H -4.12 -3.57 -0.21
```

Results
net charge: +1
frontier orbital gap: 8.835 eV
LUMO energy: -0.10917 Eh
calculated total energy: -1152.98709 Eh
energy above the lowest of the compared OMol25 structures with the same formula, charge and spin: 1.206 eV



# 5
A molecular structure, C28H35As3Cl3F5N3O5S2Zr. Source: the Open Molecules 2025 dataset; level of theory: ωB97M-V/def2-TZVPD.

The geometry in XYZ format:
```
85
Properties=species:S:1:pos:R:3
Zr 0.89 0.46 -0.50
C -1.94 -2.34 0.82
As -0.65 -1.94 -0.56
C 0.89 -2.88 0.24
C -1.18 -3.29 -1.85
C -0.68 -3.15 -3.28
C -1.37 -1.96 -3.96
C 0.84 -2.99 -3.26
As 1.65 -1.26 -2.86
C 3.48 -1.89 -2.94
C 1.43 -0.44 -4.61
C -0.98 -4.46 -4.04
As -2.77 -5.15 -4.56
C -3.31 -3.80 -5.87
C -3.96 -4.59 -3.11
H -2.01 -3.42 0.86
H -2.90 -1.91 0.56
H -1.61 -1.95 1.78
H 0.59 -3.91 0.41
H 1.15 -2.43 1.20
H 1.76 -2.88 -0.41
H -2.27 -3.31 -1.82
H -0.82 -4.22 -1.40
H -1.04 -1.01 -3.54
H -2.45 -2.02 -3.83
H -1.16 -1.93 -5.03
H 1.27 -3.22 -4.24
H 1.28 -3.72 -2.57
H 3.63 -2.31 -3.94
H 3.63 -2.67 -2.19
H 4.17 -1.07 -2.77
H 1.15 -1.23 -5.30
H 2.37 0.01 -4.90
H 0.66 0.33 -4.59
H -0.53 -5.29 -3.49
H -0.47 -4.43 -5.01
H -2.52 -3.66 -6.61
H -3.57 -2.84 -5.42
H -4.19 -4.19 -6.39
H -3.67 -5.06 -2.17
H -4.95 -4.96 -3.37
H -4.02 -3.51 -2.99
F 5.12 3.86 3.62
C 4.13 3.48 2.81
C 3.88 2.13 2.60
F 4.63 1.20 3.18
C 2.86 1.77 1.74
F 2.70 0.45 1.47
C 2.05 2.69 1.10
O 1.05 2.31 0.28
C 2.34 4.03 1.31
F 1.64 4.97 0.68
C 3.36 4.42 2.16
F 3.62 5.71 2.33
N 6.74 6.03 -0.32
C 5.86 5.09 -0.75
C 4.99 5.36 -1.82
C 4.09 4.42 -2.25
C 4.04 3.17 -1.62
C 4.91 2.88 -0.57
C 5.81 3.83 -0.14
S 2.99 1.95 -2.22
O 3.58 1.30 -3.36
O 2.82 0.95 -1.06
N 1.67 2.69 -2.55
C 0.37 2.40 -2.57
S -0.72 3.58 -3.17
C -2.05 2.51 -2.89
C -1.63 1.36 -2.36
N -0.25 1.26 -2.17
H 6.74 6.95 -0.71
H 7.31 5.87 0.49
H 5.02 6.33 -2.30
H 3.42 4.64 -3.07
H 4.89 1.90 -0.10
H 6.49 3.60 0.68
H -3.06 2.79 -3.12
H -2.26 0.54 -2.05
Cl -1.24 -0.39 3.98
C -1.44 0.93 2.83
Cl -0.58 2.36 3.41
Cl -3.14 1.29 2.59
C -0.80 0.56 1.48
O 0.27 -0.16 1.46
O -1.24 0.99 0.41
```

Results
net charge: +1
frontier orbital gap: 7.279 eV
LUMO energy: -0.12079 Eh
calculated total energy: -11058.96827 Eh
energy above the lowest of the compared OMol25 structures with the same formula, charge and spin: 1.112 eV



Number 1: largest force on an atom 10.5 eV/A. Number 2: largest force on an atom 2.6 eV/A. Number 3: largest force on an atom 0.6 eV/A. Number 4: largest force on an atom 4.6 eV/A. Number 5: largest force on an atom 1.1 eV/A.